[1]
125
Properties=species:S:1:pos:R:3:lowdin_charge:R:1 method="wB97M-V/def2-TZVPD" homo_energy_ev=-8.539 de_lowest_ev=2.5019 lumo_ev=-0.703 spin_multiplicity=1 smiles="CCCCN[C@H]1OC(=O)C[C@@]1(CCOCC)Cc1ccc(C)cc1.O=[N+]([O-])c1ccccc1.O=[N+]([O-])c1ccccc1.O=[N+]([O-])c1ccccc1.O=[N+]([O-])c1ccccc1.O=[N+]([O-])c1ccccc1" total_charge=0
C 1.4457 -2.7512 3.3475 -0.119
C 1.3886 -1.4864 4.3165 -0.236
C 1.2987 -0.1827 3.4253 -0.180
C -0.1702 0.4525 3.3712 -0.196
N -0.5845 0.4445 1.9473 0.011
C -1.9631 0.9095 1.7512 -0.264
O -1.8903 1.4604 0.3991 -0.025
C -1.6318 0.3630 -0.4588 -0.406
O -0.9520 0.4153 -1.4332 0.126
C -2.4018 -0.8347 0.2160 -0.008
C -3.0918 -0.2062 1.5161 -0.301
C -4.3876 0.4549 0.9024 -0.098
C -5.6727 -0.4557 0.9173 -0.194
O -5.4182 -1.8347 0.6554 -0.169
C -6.3048 -2.7009 1.3585 -0.255
C -5.5653 -4.0933 1.6099 -0.070
C -3.2184 -1.1616 2.7557 -0.065
C -4.2554 -0.6758 3.8370 -0.184
C -5.0111 -1.7541 4.5266 -0.047
C -6.0215 -1.3845 5.5069 -0.038
C -6.2826 0.0318 5.7900 -0.251
C -7.4114 0.3636 6.8223 -0.080
C -5.5307 1.0928 5.1389 -0.029
C -4.5248 0.7105 4.1516 -0.037
H 0.4194 -2.9955 2.9709 0.069
H 1.8881 -3.6467 3.8686 0.070
H 2.0865 -2.5654 2.4509 0.068
H 2.3988 -1.4717 4.8157 0.101
H 0.5446 -1.5956 5.0379 0.074
H 1.5686 -0.4943 2.3763 0.097
H 2.0558 0.6049 3.6938 0.103
H -0.8468 -0.1097 4.0543 0.077
H -0.0710 1.4993 3.7909 0.119
H 0.0005 1.1649 1.5051 0.136
H -2.2880 1.7947 2.3662 0.157
H -1.8272 -1.7788 0.3650 0.137
H -3.2073 -1.0489 -0.5383 0.129
H -4.6129 1.3785 1.5119 0.120
H -4.2581 0.8228 -0.1465 0.123
H -6.3942 -0.0096 0.1680 0.131
H -6.1719 -0.3036 1.9188 0.117
H -7.2639 -2.9061 0.7973 0.121
H -6.6127 -2.3279 2.3683 0.100
H -5.4200 -4.2862 2.7105 0.057
H -4.5486 -4.1057 1.1479 0.078
H -6.2374 -4.9040 1.2362 0.069
H -2.2337 -1.4369 3.2139 0.104
H -3.6456 -2.1332 2.3745 0.107
H -4.8195 -2.8218 4.2737 0.100
H -6.5960 -2.1983 5.9991 0.110
H -8.3786 -0.0957 6.4688 0.081
H -7.2037 -0.0275 7.8451 0.076
H -7.5793 1.4725 6.7917 0.072
H -5.7168 2.1710 5.3318 0.103
H -3.9486 1.4881 3.6041 0.088
O 5.5324 1.5297 -2.0165 0.041
N 5.2899 1.8347 -3.1801 -0.356
O 6.1273 2.1880 -3.9866 0.085
C 3.8944 1.7744 -3.6254 -0.167
C 2.9059 1.4100 -2.7203 -0.003
C 1.5815 1.3760 -3.1358 -0.042
C 1.2568 1.7010 -4.4475 -0.047
C 2.2533 2.0550 -5.3497 -0.078
C 3.5783 2.0935 -4.9413 -0.031
H 3.1493 1.1555 -1.6965 0.122
H 0.8011 1.0992 -2.4365 0.076
H 0.2211 1.6796 -4.7677 0.115
H 1.9949 2.3053 -6.3713 0.108
H 4.3452 2.3740 -5.6526 0.120
O -0.3361 6.3001 -5.7901 0.078
N 0.7184 5.7870 -5.4614 -0.343
O 1.3510 5.0053 -6.1486 0.066
C 1.2646 6.1270 -4.1435 -0.141
C 0.5587 6.9848 -3.3116 -0.003
C 1.0683 7.2841 -2.0561 -0.068
C 2.2750 6.7306 -1.6447 -0.071
C 2.9791 5.8808 -2.4889 -0.060
C 2.4743 5.5750 -3.7446 0.002
H -0.3817 7.4204 -3.6232 0.119
H 0.5230 7.9472 -1.3956 0.107
H 2.6678 6.9619 -0.6610 0.107
H 3.9208 5.4534 -2.1657 0.110
H 3.0283 4.9091 -4.3941 0.109
O -1.9754 -1.2911 5.6223 0.048
N -2.3092 -1.7974 6.6741 -0.315
O -3.2256 -2.5790 6.7829 0.093
C -1.5625 -1.4325 7.8826 -0.134
C -0.5305 -0.5083 7.7938 0.000
C 0.1586 -0.1477 8.9428 -0.062
C -0.1833 -0.7130 10.1651 -0.070
C -1.2113 -1.6449 10.2421 -0.065
C -1.9065 -2.0081 9.0975 0.000
H -0.2568 -0.0623 6.8459 0.112
H 0.9615 0.5773 8.8865 0.110
H 0.3532 -0.4253 11.0621 0.108
H -1.4729 -2.0855 11.1963 0.109
H -2.7077 -2.7324 9.1676 0.120
O 2.9948 -5.4609 -3.9826 0.066
N 2.9039 -4.3001 -3.6194 -0.351
O 1.8623 -3.7604 -3.2919 0.074
C 4.1314 -3.4989 -3.5790 -0.151
C 5.3326 -4.0690 -3.9804 -0.008
C 6.4881 -3.3003 -3.9631 -0.067
C 6.4372 -1.9756 -3.5432 -0.060
C 5.2336 -1.4182 -3.1346 -0.061
C 4.0733 -2.1807 -3.1519 -0.002
H 5.3822 -5.0990 -4.3089 0.116
H 7.4296 -3.7327 -4.2802 0.105
H 7.3401 -1.3753 -3.5360 0.114
H 5.1989 -0.3885 -2.8056 0.069
H 3.1402 -1.7329 -2.8338 0.117
O 5.8191 -0.0274 -6.3874 0.075
N 4.7486 -0.5157 -6.7066 -0.326
O 3.9104 -0.9138 -5.9190 0.080
C 4.4512 -0.6353 -8.1374 -0.141
C 5.3965 -0.2261 -9.0677 -0.002
C 5.1205 -0.3628 -10.4207 -0.067
C 3.9070 -0.9003 -10.8324 -0.073
C 2.9630 -1.2976 -9.8933 -0.065
C 3.2334 -1.1664 -8.5385 0.001
H 6.3443 0.1936 -8.7564 0.119
H 5.8533 -0.0529 -11.1558 0.108
H 3.6964 -1.0110 -11.8901 0.107
H 2.0172 -1.7134 -10.2182 0.109
H 2.4932 -1.4815 -7.8141 0.121

***

[2]
75
Properties=species:S:1:pos:R:3:mulliken_spin:R:1 method="wB97M-V/def2-TZVPD" homo_energy_ev="-4.733 / -5.283" de_lowest_ev=0.8751 lumo_ev="2.079 / 0.913" spin_multiplicity=4 s_squared=3.7635 total_charge=-1
Pr -0.5431 -1.1452 1.9373 2.086
S 0.8139 -4.6031 4.9790 0.415
Sb -0.8689 -3.0782 4.7395 0.341
S -0.3016 -0.8021 4.6762 0.120
S -1.8702 -3.3650 2.6253 0.082
C -0.2853 -1.4674 -1.5892 0.003
O -0.9982 -0.8627 -0.5334 -0.028
Si -1.5654 0.7725 -0.4787 0.001
C -2.8202 0.9845 -1.8571 0.000
C -0.0578 1.7940 -0.9625 0.000
C -2.2747 0.7773 1.2119 0.004
Si -4.0045 0.2349 1.3256 -0.002
C -4.2991 -1.3443 0.3511 0.006
C -4.5785 -0.2551 3.0377 -0.003
C -5.1943 1.5374 0.5932 0.000
Si -1.8831 2.2966 2.1626 -0.002
C -2.7616 2.4715 3.8254 0.000
C -2.4539 3.8494 1.2281 0.000
C -0.0345 2.5644 2.5157 0.007
H 0.5528 -0.8770 -1.9152 0.000
H -0.9289 -1.6987 -2.4463 0.001
H 0.1783 -2.3360 -1.2002 0.000
H -2.3663 0.9277 -2.8540 0.000
H -3.1161 2.0611 -1.7317 0.000
H -3.7733 0.4376 -1.8269 0.000
H 0.2079 1.3662 -1.8972 0.000
H 0.7744 1.5514 -0.2920 0.001
H -0.3196 2.8770 -1.1222 0.000
H -4.5754 -2.1217 1.1629 0.002
H -3.3741 -1.6629 -0.1750 0.000
H -5.0956 -1.3391 -0.3516 0.000
H -3.8033 -0.8187 3.5742 0.003
H -5.4810 -0.9120 2.9177 0.000
H -4.8933 0.6865 3.6123 0.000
H -4.8984 1.8114 -0.4103 0.000
H -5.0784 2.3921 1.2932 0.000
H -6.3194 1.2507 0.5529 0.000
H -3.8460 2.4825 3.6471 0.000
H -2.5242 3.4689 4.1827 0.000
H -2.4978 1.7564 4.5648 -0.001
H -3.3811 3.6001 0.6847 0.000
H -1.6638 3.9972 0.4651 0.000
H -2.6343 4.7914 1.7441 0.000
H 0.2125 2.0225 3.4180 -0.002
H 0.0132 3.6310 2.7451 0.002
H 0.6418 2.3056 1.6736 -0.004
Cl 2.6144 -2.8792 -3.2748 0.000
C 2.7375 -1.2351 -3.7986 0.000
C 2.2549 -0.9456 -5.0618 0.000
C 2.1838 0.3334 -5.5543 0.000
C 2.5065 1.3905 -4.7051 0.000
C 2.9987 1.1159 -3.4613 0.000
Cl 3.3999 2.4511 -2.4182 0.000
C 3.1308 -0.1851 -2.9314 0.000
N 3.4860 -0.3492 -1.6167 0.000
C 4.2339 -1.4668 -1.0865 0.001
C 5.0974 -2.1331 -1.9055 0.000
C 5.8641 -3.1700 -1.4881 0.000
C 5.7956 -3.5838 -0.1423 0.000
C 5.0969 -2.7848 0.7373 -0.001
C 4.2749 -1.7523 0.2477 0.001
C 3.4765 -0.9848 1.2894 -0.006
C 1.9803 -0.9815 1.1409 -0.023
O 1.3592 0.1403 1.2954 0.006
O 1.3575 -2.0914 0.9922 -0.009
H 1.9512 -1.8154 -5.6743 0.000
H 1.7915 0.5189 -6.5212 0.000
H 2.4475 2.4377 -5.0150 0.000
H 3.7147 0.5062 -1.2149 0.000
H 5.1188 -1.8654 -2.9615 0.000
H 6.3946 -3.7311 -2.2384 0.000
H 6.2267 -4.5473 0.1674 0.000
H 5.0867 -3.0301 1.7830 0.001
H 3.8014 0.0459 1.3245 0.000
H 3.5888 -1.4187 2.2885 0.000